[1]
# C9H12N4

An isolated molecule of C9H12N4 (the ωB97M-V functional and the def2-TZVPD basis, the OMol25 dataset).

The value obtained for the HOMO-LUMO gap is 8.47 eV. The charge is 0. The spin multiplicity is 1. The total energy comes out at -569.003809 a.u. The calculation puts the strongest force on any atom at 0.0748 hartree/bohr. The value obtained for the energy relative to the best compared isomer or geometry (same formula, charge and spin) is 435.04 kJ/mol.

Geometry as XYZ:
```
25
C9H12N4, DFT the ωB97M-V functional and the def2-TZVPD basis
C 2.64199 -1.69452 -0.19706
C 3.73870 0.30433 -0.59126
C 1.60737 -1.25558 0.54660
C 2.40219 1.46474 1.07466
C -0.38160 -0.02612 0.91934
C -0.42907 0.54133 -0.44584
C -1.60442 -0.82733 1.19355
C -0.79732 -0.49782 -1.54721
C -0.25513 1.83904 -0.74754
N 3.61234 -0.94961 -0.78597
N 3.09722 1.23830 0.12044
N 0.78070 -0.81646 1.25513
N 1.59520 1.92475 1.88287
H 2.48106 -2.70097 -0.58940
H 4.47408 0.72787 -1.25616
H -0.24580 0.76504 1.70994
H -1.73079 -1.82368 0.61324
H -2.43735 -0.15958 1.02468
H -1.64385 -0.99326 2.25481
H -1.69184 -0.98945 -1.34926
H -0.05408 -1.23124 -1.70218
H -0.90008 -0.05704 -2.45282
H 1.88424 2.74622 2.27285
H 0.06184 2.40039 0.21372
H -0.05489 2.23842 -1.72517
```

Löwdin atomic charge list, values in e, 4 entries: -0.171, -0.256, -0.090, -0.239



[2]
# C9H12N4S

A cluster of 2 separate species, C9H12N4S in total (the ωB97M-V functional and the def2-TZVPD basis, the OMol25 dataset).

The value obtained for the HOMO-LUMO gap (spin up / spin down) is 5.10 / 5.11 eV. The charge is 0. The spin multiplicity is 1. The total energy comes out at -967.109686 a.u. The calculation puts the strongest force on any atom at 0.1023 hartree/bohr. The value obtained for the energy relative to the best compared isomer or geometry (same formula, charge and spin) is 322.67 kJ/mol.

Geometry as XYZ:
```
26
C9H12N4S, DFT the ωB97M-V functional and the def2-TZVPD basis
C 2.38885 -0.14554 -1.23694
C 1.81673 1.10639 -1.29674
C 2.50970 -0.68347 -0.01583
C 1.50313 1.55478 -0.01292
C -1.38634 -0.20568 -1.20844
C -0.72578 -1.35892 -0.84053
C -1.12391 -0.17655 0.98930
C -2.08889 1.82846 -0.15961
C -0.34932 -2.47223 1.36991
N 0.10360 3.24612 0.79567
N -1.70350 0.47244 -0.06280
N -0.59558 -1.31859 0.55865
N 1.10074 2.75067 0.42161
S 1.82914 0.36759 1.20495
H 2.78392 -0.79846 -2.13250
H 1.74803 1.50220 -2.29456
H 2.94287 -1.65459 0.41148
H -1.78806 0.20021 -2.07935
H -0.29841 -2.26384 -1.23170
H -2.94113 1.91138 0.69877
H -1.33171 2.61052 0.22696
H -2.60084 2.10383 -1.16870
H -0.19402 -2.26687 2.44786
H -0.97703 -3.35396 1.38306
H 0.73803 -2.82194 1.24373
H -1.36023 -0.13395 1.98866
```

Löwdin atomic charge list, values in e, 4 entries: -0.295, -0.159, -0.472, -0.614



[3]
# C9H12NO

The ion C9H12NO with charge +1 (the ωB97M-V functional and the def2-TZVPD basis, the OMol25 dataset).

The value obtained for the HOMO-LUMO gap (spin up / spin down) is 7.88 / 7.88 eV. The charge is +1. The spin multiplicity is 1. The total energy comes out at -479.789255 a.u. The calculation puts the strongest force on any atom at 0.1001 hartree/bohr. The value obtained for the energy relative to the best compared isomer or geometry (same formula, charge and spin) is 172.91 kJ/mol. The SMILES is C[N+](C)=C1C=CC=C[C@@H]1C=O.

Geometry as XYZ:
```
23
C9H12NO, DFT the ωB97M-V functional and the def2-TZVPD basis
C 0.60794 -1.96863 0.13133
N 0.09736 -0.88253 -0.69964
C 0.48822 -0.99024 -2.08049
C -0.08580 0.31615 -0.07380
C -0.99593 1.27834 -0.79523
C -1.56382 2.23037 -0.06454
C -1.46622 2.35962 1.29475
C -0.52290 1.63527 1.99873
C 0.26629 0.56384 1.31126
C 1.84595 1.05752 1.34473
O 2.48926 1.07839 0.35287
H 1.66635 -2.07887 0.28057
H 0.11997 -1.88933 1.09401
H 0.40190 -2.99430 -0.23085
H 0.35833 -1.98149 -2.36092
H 0.06787 -0.27761 -2.71113
H 1.55686 -0.87527 -2.25712
H -1.10560 1.37725 -1.83836
H -2.23279 2.87795 -0.59750
H -1.74631 3.24567 1.79675
H -0.31750 1.81851 3.10052
H 0.46517 -0.41957 1.84034
H 2.16193 1.25347 2.43456
```

Löwdin atomic charge list, values in e, 4 entries: -0.026, -0.087, 0.001, -0.093



[4]
# C9H12NO

The ion C9H12NO with charge +1 (the ωB97M-V functional and the def2-TZVPD basis, the OMol25 dataset).

The value obtained for the HOMO-LUMO gap is 10.47 eV. The charge is +1. The spin multiplicity is 1. The total energy comes out at -479.685181 a.u. The calculation puts the strongest force on any atom at 0.1445 hartree/bohr. The value obtained for the energy relative to the best compared isomer or geometry (same formula, charge and spin) is 446.16 kJ/mol. The SMILES is C[N@+]12[C@@H]3C=C4C[C@H](O)C[C@@]41[C@@H]32.

Geometry as XYZ:
```
23
C9H12NO, DFT the ωB97M-V functional and the def2-TZVPD basis
C 1.85868 1.42757 -0.56938
N 1.46709 0.12941 -0.21198
C 1.78915 -1.28790 -0.58099
C 0.39113 -1.83407 -1.12591
C -0.60775 -1.18880 -0.45939
C -1.99207 -0.90440 -0.13481
C -2.03269 0.52524 0.55104
O -1.99121 1.52816 -0.33999
C -0.60985 0.59098 1.30129
C 0.33264 -0.31539 0.50563
C 1.89698 -0.77653 0.86199
H 2.08559 1.58156 -1.72461
H 2.79597 1.71919 -0.09975
H 0.88420 2.02674 -0.23988
H 2.64263 -1.52243 -1.19571
H 0.54352 -2.32369 -2.06805
H -2.41954 -1.80884 0.34421
H -2.70629 -0.90925 -0.98494
H -2.82423 0.54806 1.31488
H -2.84154 1.71754 -0.56091
H -0.79925 0.26854 2.26128
H -0.27403 1.56102 1.39979
H 2.41086 -0.75271 1.75618
```

Löwdin atomic charge list, values in e, 4 entries: 0.030, -0.153, -0.033, 0.083